(1)
{"formula": "C29H25Cl15F4", "method": "ωB97M-V/def2-TZVPD", "smiles": "ClC(Cl)Cl.ClC(Cl)Cl.ClC(Cl)Cl.ClC(Cl)Cl.ClC(Cl)Cl.Fc1ccccc1.Fc1ccccc1.Fc1ccccc1.Fc1ccccc1", "homo_lumo_gap_ev": 9.56, "e_lumo_ev": 0.32, "elements": ["Cl", "C", "Cl", "Cl", "H", "Cl", "C", "Cl", "Cl", "H", "Cl", "C", "Cl", "Cl", "H", "Cl", "C", "Cl", "Cl", "H", "Cl", "C", "Cl", "Cl", "H", "F", "C", "C", "C", "C", "C", "C", "H", "H", "H", "H", "H", "F", "C", "C", "C", "C", "C", "C", "H", "H", "H", "H", "H", "F", "C", "C", "C", "C", "C", "C", "H", "H", "H", "H", "H", "F", "C", "C", "C", "C", "C", "C", "H", "H", "H", "H", "H"], "positions_angstrom": [[8.293, 11.776, 7.003], [8.395, 10.271, 7.843], [10.071, 9.882, 8.296], [7.772, 8.926, 6.808], [7.736, 10.338, 8.733], [11.595, 12.871, 11.606], [10.652, 11.398, 12.123], [9.185, 11.902, 12.943], [11.678, 10.447, 13.148], [10.374, 10.806, 11.269], [14.176, 7.410, 7.556], [14.064, 6.876, 5.847], [12.731, 5.775, 5.650], [15.550, 6.088, 5.165], [13.919, 7.758, 5.304], [13.781, 17.823, 15.038], [14.231, 17.693, 13.332], [12.805, 17.433, 12.300], [15.369, 16.456, 12.904], [14.723, 18.629, 13.141], [10.533, 16.063, 7.524], [10.058, 16.008, 9.225], [8.873, 14.761, 9.476], [9.425, 17.602, 9.669], [10.848, 15.717, 9.886], [10.664, 8.760, 15.599], [11.673, 7.923, 15.319], [12.935, 8.432, 15.318], [14.013, 7.720, 14.908], [13.832, 6.347, 14.539], [12.536, 5.787, 14.684], [11.402, 6.611, 15.051], [13.032, 9.405, 15.747], [15.016, 8.133, 15.056], [14.741, 5.780, 14.168], [12.445, 4.784, 14.446], [10.414, 6.258, 15.249], [16.612, 10.173, 16.058], [15.899, 11.339, 15.830], [15.471, 11.692, 14.552], [14.583, 12.760, 14.466], [14.073, 13.436, 15.594], [14.552, 13.058, 16.849], [15.414, 11.970, 17.008], [15.865, 11.240, 13.635], [14.154, 12.960, 13.437], [13.261, 14.149, 15.601], [14.277, 13.556, 17.771], [15.753, 11.510, 17.911], [19.248, 8.475, 12.140], [18.534, 7.744, 11.232], [17.640, 6.805, 11.757], [16.961, 6.025, 10.858], [17.092, 6.249, 9.509], [17.858, 7.309, 9.031], [18.561, 8.140, 9.926], [17.587, 6.700, 12.865], [16.316, 5.256, 11.261], [16.631, 5.624, 8.716], [17.719, 7.496, 7.951], [18.972, 9.104, 9.561], [13.781, 12.900, 9.168], [14.284, 11.778, 9.706], [13.378, 10.786, 9.708], [13.789, 9.520, 10.048], [15.052, 9.308, 10.600], [15.939, 10.377, 10.661], [15.540, 11.680, 10.177], [12.275, 10.923, 9.377], [13.143, 8.685, 10.119], [15.197, 8.285, 10.960], [16.755, 10.270, 11.357], [16.202, 12.531, 10.225]], "mulliken_charge": [-0.0902, 0.0051, -0.0658, -0.1408, 0.2829, -0.0596, 0.1243, -0.1452, 0.0950, 0.0133, -0.0233, -0.0503, -0.1121, -0.1433, 0.3116, -0.1245, -0.0168, -0.0909, -0.0914, 0.3266, -0.1331, 0.3415, -0.1127, -0.1448, 0.0345, -0.3142, 0.3831, -0.5316, 0.0213, -0.6557, -0.4579, -0.6902, 0.6269, 0.3580, 0.3018, 0.4539, 0.4776, -0.3375, 0.4442, -0.2830, -0.0877, -0.7754, -0.3447, -0.5654, 0.2906, 0.3619, 0.4698, 0.3611, 0.4720, -0.3614, 0.2591, -0.1201, -0.5063, -0.4682, -0.3943, -0.2626, 0.4168, 0.3809, 0.4072, 0.2947, 0.3782, -0.3687, 0.2693, 0.0812, -0.8629, -0.0052, -0.6109, -1.0179, -0.0137, 0.8919, 0.5104, 0.6531, 0.4802]}

(2)
{"formula": "C6H16O", "method": "ωB97M-V/def2-TZVPD", "relative_energy_kcal_mol": 18.98, "smiles": "CCCC(C)C.O", "homo_lumo_gap_ev": 11.29, "e_lumo_ev": 0.80, "elements": ["C", "C", "C", "C", "C", "C", "H", "H", "H", "H", "H", "H", "H", "H", "H", "H", "H", "H", "H", "H", "O", "H", "H"], "positions_angstrom": [[-0.336, 1.524, 1.257], [0.799, 0.454, 1.404], [0.365, -0.988, 0.951], [0.597, -1.334, -0.545], [0.240, -2.844, -0.719], [-0.138, -0.462, -1.539], [-0.425, 2.199, 2.109], [-0.081, 2.116, 0.365], [-1.341, 1.147, 1.113], [0.929, 0.462, 2.493], [1.704, 0.776, 0.878], [-0.681, -1.146, 1.250], [0.981, -1.631, 1.587], [1.694, -1.204, -0.546], [0.360, -3.414, 0.194], [0.947, -3.262, -1.463], [-0.757, -2.961, -1.108], [-0.262, 0.557, -1.183], [0.523, -0.239, -2.383], [-1.054, -0.885, -1.934], [-1.348, 4.020, -0.480], [-2.070, 3.406, -0.648], [-0.647, 3.707, -1.054]], "nbo_charge": [-0.6115, -0.4089, -0.3795, -0.2222, -0.6019, -0.6242, 0.2119, 0.1953, 0.1987, 0.2051, 0.1975, 0.1906, 0.1996, 0.1936, 0.2095, 0.2069, 0.2018, 0.2092, 0.2127, 0.2114, -0.9279, 0.4676, 0.4646]}

(3)
{"formula": "C6H12O2", "method": "ωB97M-V/def2-TZVPD", "relative_energy_kcal_mol": 61.74, "smiles": "C=CCCCC=O.O", "homo_lumo_gap_ev": 10.20, "e_lumo_ev": 0.80, "elements": ["C", "C", "C", "C", "C", "C", "O", "H", "H", "H", "H", "H", "H", "H", "H", "H", "H", "O", "H", "H"], "positions_angstrom": [[2.437, -1.907, -0.764], [2.285, -0.761, -0.106], [1.249, -0.617, 0.968], [0.549, 0.767, 0.946], [-0.644, 1.002, 0.018], [-1.768, 0.077, 0.414], [-2.712, 0.231, 1.169], [1.878, -2.784, -0.460], [3.142, -1.985, -1.587], [2.957, 0.075, -0.284], [1.520, -0.820, 2.005], [0.617, -1.517, 0.878], [0.171, 0.778, 1.980], [1.287, 1.502, 0.593], [-0.500, 0.552, -0.977], [-1.098, 1.990, -0.007], [-1.792, -0.950, 0.003], [-2.886, 1.261, -1.759], [-3.068, 2.216, -1.766], [-3.625, 0.889, -1.262]], "nbo_charge": [-0.3893, -0.1782, -0.4567, -0.3990, -0.5097, 0.4591, -0.5643, 0.1906, 0.2006, 0.1961, 0.2230, 0.2095, 0.2196, 0.2179, 0.2329, 0.2340, 0.1016, -0.9420, 0.4742, 0.4801]}

(4)
{"formula": "C32H32BrFN6O2RhSSi", "method": "ωB97M-V/def2-TZVPD", "relative_energy_kcal_mol": 0.00, "charge": -1, "homo_lumo_gap_ev": [4.75, 4.77], "e_lumo_ev": [1.87, 1.87], "elements": ["Rh", "C", "Si", "C", "C", "N", "C", "C", "C", "C", "C", "C", "F", "H", "H", "H", "H", "H", "H", "H", "H", "H", "H", "H", "H", "H", "S", "N", "C", "C", "C", "C", "C", "N", "C", "C", "N", "C", "C", "C", "C", "C", "N", "H", "H", "H", "H", "H", "H", "Br", "C", "C", "C", "C", "C", "C", "C", "O", "O", "H", "H", "H", "H", "C", "C", "C", "C", "N", "H", "H", "H", "H", "H", "H", "H", "H", "H"], "positions_angstrom": [[0.547, 0.435, -0.286], [0.725, 0.899, 4.963], [1.292, 0.805, 3.151], [2.809, -0.327, 3.158], [1.908, 2.521, 2.724], [-0.026, 0.374, 2.176], [-0.934, -0.541, 2.582], [-0.632, -1.711, 3.335], [-1.578, -2.675, 3.672], [-2.902, -2.541, 3.275], [-3.255, -1.397, 2.554], [-2.309, -0.446, 2.244], [-2.734, 0.661, 1.587], [1.194, 1.752, 5.479], [0.973, -0.007, 5.530], [-0.362, 1.033, 5.000], [3.277, -0.318, 4.151], [3.567, 0.000, 2.435], [2.547, -1.363, 2.917], [2.798, 2.775, 3.318], [1.125, 3.262, 2.934], [2.166, 2.593, 1.665], [0.403, -1.856, 3.634], [-1.270, -3.547, 4.244], [-3.640, -3.300, 3.513], [-4.278, -1.229, 2.231], [5.138, -5.409, 0.251], [5.477, -3.849, 0.002], [4.327, -3.218, 0.003], [4.143, -1.780, -0.172], [5.178, -0.882, -0.317], [4.864, 0.475, -0.442], [3.555, 0.876, -0.403], [2.520, 0.012, -0.272], [2.822, -1.316, -0.172], [1.693, -2.183, -0.028], [0.465, -1.595, -0.130], [-0.601, -2.360, 0.159], [-0.520, -3.694, 0.492], [0.718, -4.317, 0.505], [1.838, -3.552, 0.233], [3.199, -4.081, 0.216], [3.528, -5.342, 0.371], [6.201, -1.236, -0.321], [5.643, 1.217, -0.561], [3.287, 1.921, -0.481], [-1.560, -1.866, 0.130], [-1.425, -4.230, 0.747], [0.834, -5.368, 0.743], [-0.456, 9.107, 0.783], [-0.399, 7.245, 0.438], [-1.574, 6.570, 0.167], [-1.521, 5.205, -0.086], [-0.314, 4.535, -0.072], [0.846, 5.223, 0.215], [0.815, 6.588, 0.472], [-0.236, 3.080, -0.370], [-1.355, 2.526, -0.569], [0.830, 2.489, -0.414], [-2.516, 7.099, 0.164], [-2.428, 4.649, -0.292], [1.781, 4.676, 0.244], [1.721, 7.130, 0.705], [-1.888, -0.510, -2.554], [-1.977, 0.945, -2.148], [-3.456, 1.329, -1.969], [-1.354, 1.808, -3.262], [-1.256, 1.092, -0.883], [-2.417, -0.651, -3.502], [-2.361, -1.145, -1.804], [-0.848, -0.815, -2.670], [-4.030, 1.112, -2.880], [-3.554, 2.394, -1.746], [-3.877, 0.764, -1.132], [-1.806, 1.591, -4.239], [-0.282, 1.603, -3.317], [-1.498, 2.873, -3.054]], "mulliken_charge": [0.1627, -1.2837, 0.1081, -1.0311, -0.7921, 0.4335, -0.6402, 0.5417, -1.0791, -0.4686, -0.5177, 0.4665, -0.3040, 0.4044, 0.2970, 0.3018, 0.5375, 0.2840, 0.1652, 0.4412, 0.2677, -0.1062, 0.2530, 0.3795, 0.3305, 0.4411, 0.0540, -0.7134, 0.8571, 0.6377, -0.6104, -0.9668, -0.4580, 0.0554, 0.0103, -0.7048, 0.5798, -0.3963, -1.3100, -1.0225, 0.4860, 0.7796, -0.6963, 0.4986, 0.4283, 0.4230, 0.7873, 0.4278, 0.4781, -0.2168, 0.1325, -0.7788, -0.1869, 0.3828, -0.1835, -0.7360, 0.9600, -0.1670, -0.9804, 0.4278, 0.4798, 0.3457, 0.4264, -1.6769, 1.5253, -1.5305, -1.7595, 0.3417, 0.5377, 0.2734, 0.1947, 0.4322, 0.2301, 0.2908, 0.4747, 0.2791, 0.2644]}

(5)
{"formula": "C24H33N3O5", "method": "ωB97M-V/def2-TZVPD", "relative_energy_kcal_mol": 52.13, "smiles": "CCOc1ccccc1N(CC(=O)NC(C)(C)C)C(=O)c1ccc(CN2CCOCC2)o1", "homo_lumo_gap_ev": 9.00, "e_lumo_ev": 0.56, "elements": ["C", "C", "O", "C", "C", "C", "C", "C", "C", "N", "C", "C", "O", "N", "C", "C", "C", "C", "C", "O", "C", "C", "C", "C", "C", "N", "C", "C", "O", "C", "C", "O", "H", "H", "H", "H", "H", "H", "H", "H", "H", "H", "H", "H", "H", "H", "H", "H", "H", "H", "H", "H", "H", "H", "H", "H", "H", "H", "H", "H", "H", "H", "H", "H", "H"], "positions_angstrom": [[-3.281, 2.581, -0.620], [-2.560, 1.237, -0.669], [-1.158, 1.347, -0.517], [-0.606, 1.293, 0.728], [-1.303, 1.438, 1.919], [-0.644, 1.354, 3.135], [0.716, 1.124, 3.182], [1.423, 0.967, 2.002], [0.779, 1.042, 0.779], [1.501, 0.879, -0.426], [2.562, 1.830, -0.707], [2.021, 3.172, -1.236], [2.216, 4.214, -0.642], [1.344, 3.026, -2.381], [0.680, 4.095, -3.121], [1.736, 5.036, -3.708], [-0.126, 3.427, -4.234], [-0.251, 4.864, -2.182], [1.094, 0.047, -1.419], [1.501, 0.162, -2.571], [0.186, -1.044, -1.051], [-0.562, -1.841, -1.881], [-1.264, -2.729, -1.041], [-0.893, -2.421, 0.240], [-1.274, -3.008, 1.558], [-0.177, -3.804, 2.090], [-0.290, -4.119, 3.504], [-1.285, -5.255, 3.777], [-0.945, -6.414, 3.046], [-0.893, -6.147, 1.660], [0.100, -5.021, 1.343], [-0.016, -1.405, 0.235], [-2.961, 3.207, -1.448], [-4.353, 2.419, -0.700], [-3.069, 3.107, 0.307], [-2.695, 0.783, -1.656], [-2.967, 0.548, 0.082], [-2.365, 1.627, 1.912], [-1.207, 1.475, 4.048], [1.228, 1.058, 4.129], [2.482, 0.762, 2.028], [3.219, 1.387, -1.461], [3.122, 2.027, 0.208], [1.318, 2.098, -2.789], [2.395, 4.493, -4.382], [1.260, 5.844, -4.257], [2.331, 5.460, -2.903], [0.531, 2.866, -4.895], [-0.856, 2.741, -3.809], [-0.651, 4.176, -4.822], [-0.821, 5.605, -2.737], [0.329, 5.365, -1.413], [-0.938, 4.174, -1.698], [-0.595, -1.782, -2.949], [-1.953, -3.492, -1.344], [-2.213, -3.570, 1.429], [-1.448, -2.190, 2.264], [-0.576, -3.222, 4.054], [0.703, -4.436, 3.840], [-1.263, -5.544, 4.829], [-2.306, -4.934, 3.516], [-0.582, -7.079, 1.185], [-1.898, -5.881, 1.295], [0.089, -4.797, 0.276], [1.106, -5.348, 1.625]], "nbo_charge": [-0.6357, -0.0603, -0.5124, 0.2848, -0.2914, -0.1945, -0.2350, -0.2021, 0.1812, -0.4456, -0.3042, 0.6707, -0.6357, -0.6420, 0.1245, -0.6169, -0.6094, -0.6230, 0.6652, -0.6437, 0.1618, -0.2323, -0.3200, 0.3105, -0.2748, -0.4314, -0.2448, -0.0894, -0.5274, -0.0895, -0.2578, -0.3958, 0.2167, 0.2159, 0.2129, 0.1963, 0.1758, 0.2184, 0.2151, 0.2173, 0.2188, 0.2401, 0.2258, 0.4332, 0.2060, 0.2045, 0.2323, 0.2115, 0.2095, 0.2149, 0.2027, 0.2443, 0.2051, 0.2409, 0.2293, 0.1835, 0.2246, 0.2019, 0.2017, 0.1967, 0.1545, 0.1979, 0.1529, 0.2124, 0.2030]}

Max |F| list, top to bottom, in Eh/bohr: 0.0833; 0.0470; 0.0496; 0.0298; 0.0262